(1)
{"formula": "CNO5S", "method": "ωB97M-V/def2-TZVPD", "homo_ev": -4.42, "molar_mass_da": 138.1, "multiplicity": 1, "e_tot_ha": -867.1864, "largest_force_ha_per_bohr": 0.033, "charge": -1, "orbital_gap_ha": 0.300, "de_lowest_ev": 0.5989, "symbols": ["C", "N", "O", "O", "O", "O", "O", "S"], "xyz": [[1.854, 0.449, 0.026], [-1.668, -0.032, -0.121], [1.056, 1.221, 0.400], [2.920, 0.185, -0.390], [-2.562, 0.234, 0.644], [-0.779, -0.859, 0.500], [-1.599, 0.328, -1.267], [0.778, -1.527, 0.210]]}

=====

(2)
{"formula": "C8H11AgClN2O", "method": "ωB97M-V/def2-TZVPD", "homo_ev": [-18.36, -18.28], "molar_mass_da": 294.5, "multiplicity": 2, "e_tot_ha": -1102.4699, "largest_force_ha_per_bohr": 0.027, "charge": 2, "orbital_gap_ha": [0.341, 0.173], "de_lowest_ev": 0.0000, "symbols": ["C", "C", "C", "C", "O", "C", "C", "N", "C", "Cl", "C", "N", "H", "H", "H", "H", "H", "H", "H", "H", "H", "H", "H", "Ag"], "xyz": [[-1.299, -0.505, -2.132], [-1.664, -0.856, -0.685], [-0.573, -1.575, 0.123], [0.862, -1.094, -0.013], [1.237, -0.051, 0.921], [0.821, 1.228, 0.690], [1.399, 1.842, -0.495], [1.792, 2.330, -1.463], [1.361, 2.004, 2.015], [0.857, 3.664, 1.968], [0.972, 1.353, 3.227], [0.647, 0.851, 4.214], [-2.196, -0.291, -2.708], [-0.731, -1.301, -2.665], [-0.682, 0.384, -2.210], [-1.976, 0.050, -0.172], [-2.550, -1.492, -0.689], [-0.583, -2.641, -0.113], [-0.819, -1.522, 1.182], [1.536, -1.899, 0.251], [1.121, -0.770, -1.021], [-0.263, 1.356, 0.649], [2.464, 2.042, 1.920], [-1.734, -3.108, -2.795]]}

=====

(3)
{"formula": "C16H15CaN", "method": "ωB97M-V/def2-TZVPD", "homo_ev": [-3.93, -3.93], "molar_mass_da": 261.4, "multiplicity": 1, "e_tot_ha": -1350.7480, "largest_force_ha_per_bohr": 0.059, "orbital_gap_ha": [0.112, 0.112], "de_lowest_ev": 0.4149, "symbols": ["Ca", "C", "H", "H", "H", "H", "H", "C", "C", "C", "C", "C", "C", "C", "C", "C", "C", "C", "C", "C", "C", "C", "N", "H", "H", "H", "H", "H", "H", "H", "H", "H", "H"], "xyz": [[0.025, 1.028, -1.783], [3.703, -1.127, -2.639], [2.901, -0.377, -2.701], [4.638, -0.704, -2.249], [3.841, -1.657, -3.580], [3.811, -2.239, -1.948], [3.471, -1.979, -1.276], [3.318, 2.201, 1.666], [2.337, 2.416, 2.616], [1.052, 1.876, 2.424], [0.749, 1.158, 1.234], [1.698, 1.074, 0.212], [2.984, 1.516, 0.448], [-0.576, 0.561, 1.091], [-1.666, 0.702, 1.976], [-2.900, 0.165, 1.670], [-3.084, -0.602, 0.491], [-4.334, -1.064, 0.015], [-4.447, -1.729, -1.194], [-3.296, -1.962, -1.993], [-2.040, -1.542, -1.549], [-1.957, -0.836, -0.335], [-0.807, -0.107, -0.081], [4.336, 2.552, 1.790], [2.582, 2.993, 3.496], [0.314, 2.037, 3.215], [3.743, 1.326, -0.301], [-1.520, 1.247, 2.915], [-3.786, 0.315, 2.356], [-5.224, -0.890, 0.599], [-5.390, -2.099, -1.568], [-3.363, -2.490, -2.940], [-1.113, -1.765, -2.075]]}

=====

(4)
{"formula": "C3H2F6OS", "method": "ωB97M-V/def2-TZVPD", "homo_ev": -10.60, "molar_mass_da": 200.1, "multiplicity": 1, "e_tot_ha": -1188.0861, "largest_force_ha_per_bohr": 0.096, "orbital_gap_ha": 0.380, "de_lowest_ev": 1.6293, "symbols": ["C", "C", "C", "O", "F", "F", "F", "F", "F", "F", "S", "H", "H"], "xyz": [[0.156, -0.171, 0.334], [-1.140, -0.861, -0.136], [0.162, 1.314, -0.007], [1.461, -0.633, -0.872], [-1.860, -1.339, 0.894], [-0.898, -1.905, -0.940], [-1.976, -0.091, -0.768], [-0.949, 1.871, 0.589], [-0.002, 1.549, -1.268], [1.219, 1.888, 0.416], [0.824, -0.619, 1.901], [0.962, -0.701, -1.814], [2.041, -0.300, 1.670]]}

=====

(5)
{"formula": "C4H6O2", "method": "ωB97M-V/def2-TZVPD", "homo_ev": -9.53, "molar_mass_da": 86.1, "multiplicity": 1, "e_tot_ha": -306.4138, "largest_force_ha_per_bohr": 0.010, "orbital_gap_ha": 0.365, "de_lowest_ev": 2.5176, "symbols": ["O", "C", "C", "C", "O", "C", "H", "H", "H", "H", "H", "H"], "xyz": [[-0.903, 2.188, 0.345], [-0.204, 1.060, 0.388], [0.514, 0.419, -0.773], [0.862, -0.633, 0.323], [1.486, -1.664, 0.297], [0.116, 0.140, 1.329], [-1.264, 2.378, 1.223], [-1.155, -2.406, -1.616], [1.363, 0.977, -1.178], [-0.121, 0.052, -1.586], [-0.600, -2.524, -1.135], [-0.095, 0.014, 2.385]]}

=====

(6)
{"formula": "C20H19Br2N5O3SSbSe4V", "method": "ωB97M-V/def2-TZVPD", "homo_ev": -1.37, "molar_mass_da": 1057.8, "multiplicity": 1, "e_tot_ha": -17608.9944, "largest_force_ha_per_bohr": 0.091, "charge": -2, "orbital_gap_ha": 0.176, "symbols": ["V", "N", "N", "C", "N", "N", "N", "O", "O", "H", "H", "H", "H", "H", "Br", "C", "Br", "H", "H", "C", "C", "C", "C", "C", "C", "C", "C", "H", "H", "H", "H", "H", "C", "C", "O", "S", "C", "C", "C", "C", "C", "C", "C", "C", "H", "H", "H", "H", "H", "H", "H", "Se", "Sb", "Se", "Se", "Se"], "xyz": [[-1.123, -1.561, -0.234], [-3.607, 0.756, -1.885], [-4.058, 1.027, -0.602], [-3.688, 0.242, 0.432], [-4.201, 0.528, 1.664], [-2.949, -0.828, 0.230], [-2.195, -1.326, 1.229], [-1.860, -2.560, 1.051], [-1.983, -0.708, 2.349], [-3.107, 1.547, -2.274], [-4.346, 0.487, -2.537], [-4.808, 1.686, -0.455], [-4.507, 1.480, 1.792], [-3.552, 0.190, 2.387], [2.198, -0.528, -2.099], [1.784, 0.979, -3.284], [0.394, 2.153, -2.659], [1.473, 0.603, -4.260], [2.684, 1.577, -3.363], [0.335, -2.837, -0.440], [0.597, -4.028, -0.358], [0.946, -5.376, -0.061], [0.126, -6.436, -0.461], [0.405, -7.727, -0.047], [1.502, -7.985, 0.763], [2.338, -6.942, 1.139], [2.067, -5.648, 0.733], [-0.731, -6.232, -1.089], [-0.240, -8.539, -0.360], [1.705, -8.993, 1.102], [3.206, -7.138, 1.756], [2.709, -4.828, 1.029], [2.117, 6.922, 1.154], [2.850, 7.046, 2.461], [3.267, 8.087, 2.907], [3.124, 5.554, 3.397], [2.234, 4.286, 2.517], [0.929, 3.986, 2.894], [0.263, 2.936, 2.291], [0.891, 2.164, 1.305], [2.196, 2.502, 0.912], [2.865, 3.543, 1.523], [0.250, 1.046, 0.727], [-0.190, 0.060, 0.164], [2.534, 6.126, 0.542], [2.188, 7.873, 0.631], [1.068, 6.685, 1.334], [0.442, 4.574, 3.661], [-0.749, 2.693, 2.588], [2.681, 1.915, 0.143], [3.882, 3.781, 1.237], [-0.863, 0.712, -6.024], [-2.026, -0.949, -4.627], [-1.333, -1.350, -2.255], [-1.758, -3.009, -5.904], [-4.376, -0.220, -4.765]]}

=====

(7)
{"formula": "C5H35N2O11", "method": "ωB97M-V/def2-TZVPD", "homo_ev": -12.58, "molar_mass_da": 299.3, "multiplicity": 1, "e_tot_ha": -1148.4210, "largest_force_ha_per_bohr": 0.044, "charge": 1, "orbital_gap_ha": 0.370, "de_lowest_ev": 2.8050, "symbols": ["N", "C", "C", "C", "O", "C", "N", "C", "H", "H", "H", "H", "H", "H", "H", "H", "H", "H", "H", "H", "H", "H", "H", "H", "H", "O", "H", "H", "O", "H", "H", "O", "H", "H", "O", "H", "H", "O", "H", "H", "O", "H", "H", "O", "H", "H", "O", "H", "H", "O", "H", "H", "O"], "xyz": [[-0.342, 1.484, 1.016], [0.461, 0.953, -0.160], [1.677, 0.170, 0.261], [3.012, 0.870, 0.326], [3.946, 0.125, 1.115], [-0.512, 0.281, -1.124], [-1.694, 1.094, -1.357], [-1.427, 2.359, -2.057], [-0.129, 2.500, 1.080], [-0.011, 1.080, 1.889], [-1.349, 1.351, 0.824], [0.800, 1.821, -0.725], [1.495, -0.283, 1.248], [1.666, -0.814, -0.211], [2.960, 1.861, 0.794], [3.465, 1.055, -0.638], [3.592, 0.057, 2.008], [0.056, -0.053, -2.002], [-0.847, -0.688, -0.729], [-2.323, 0.544, -1.927], [-1.808, 3.193, -1.463], [-0.370, 2.622, -1.990], [-1.817, 2.419, -3.053], [-3.415, 0.898, 1.958], [-2.344, 0.949, 3.107], [-2.612, 1.338, 2.271], [1.714, -3.555, 2.332], [2.144, -2.575, 1.193], [1.727, -2.628, 2.078], [-1.212, -4.282, 0.482], [-1.515, -2.758, 0.831], [-1.660, -3.477, 0.216], [-0.699, -0.212, 4.017], [-0.255, 1.050, 4.771], [-0.427, 0.705, 3.890], [-3.539, -2.773, -1.245], [-3.639, -2.285, -2.723], [-3.954, -2.123, -1.828], [-4.596, -1.186, 0.052], [-3.421, -0.432, -0.291], [-3.885, -0.715, 0.507], [3.505, -1.360, -3.381], [4.229, -0.555, -2.297], [3.352, -0.803, -2.611], [-0.403, -0.643, -4.029], [0.060, 0.497, -5.026], [-0.639, -0.115, -4.794], [3.163, -2.199, -0.916], [4.097, -1.839, 0.353], [3.461, -2.449, -0.035], [0.300, 4.507, 2.635], [-0.232, 4.825, 1.280], [0.136, 4.085, 1.782]]}

=====

(8)
{"formula": "C24H18BrO2PPd", "method": "ωB97M-V/def2-TZVPD", "homo_ev": [-14.37, -15.10], "molar_mass_da": 555.7, "multiplicity": 5, "e_tot_ha": -4118.3747, "largest_force_ha_per_bohr": 0.015, "charge": 2, "orbital_gap_ha": [0.295, 0.207], "de_lowest_ev": 0.0000, "symbols": ["Pd", "Br", "C", "C", "C", "C", "C", "C", "C", "C", "C", "C", "H", "H", "H", "H", "H", "H", "O", "C", "O", "C", "P", "C", "C", "C", "C", "C", "C", "C", "C", "C", "C", "C", "C", "H", "H", "H", "H", "H", "H", "H", "H", "H", "H", "H", "H"], "xyz": [[0.610, 0.247, 0.363], [-1.310, -0.532, 2.104], [-0.170, -0.296, 3.578], [-0.636, -0.747, 4.814], [0.130, -0.539, 5.944], [1.355, 0.131, 5.847], [1.820, 0.580, 4.609], [3.040, 1.283, 4.521], [3.497, 1.753, 3.288], [2.769, 1.503, 2.143], [1.544, 0.792, 2.156], [1.065, 0.357, 3.418], [-1.593, -1.244, 4.884], [-0.222, -0.883, 6.906], [1.942, 0.307, 6.738], [3.616, 1.461, 5.420], [4.427, 2.303, 3.240], [3.144, 1.861, 1.193], [2.739, 2.276, -2.926], [1.894, 1.908, -2.045], [1.967, 1.836, -0.837], [0.625, 1.559, -2.871], [-0.589, 0.700, -1.775], [-2.083, 0.642, -2.753], [-2.997, 1.690, -2.611], [-4.118, 1.734, -3.423], [-4.324, 0.736, -4.365], [-3.416, -0.308, -4.506], [-2.291, -0.364, -3.701], [-0.039, -0.988, -1.550], [1.319, -1.365, -1.598], [1.704, -2.662, -1.283], [0.744, -3.597, -0.933], [-0.611, -3.248, -0.887], [-1.002, -1.963, -1.174], [0.846, 0.957, -3.753], [0.175, 2.497, -3.199], [-2.838, 2.464, -1.869], [-4.830, 2.541, -3.318], [-5.201, 0.769, -4.997], [-3.585, -1.078, -5.246], [-1.584, -1.175, -3.820], [2.076, -0.665, -1.932], [2.748, -2.938, -1.330], [1.042, -4.611, -0.702], [-1.351, -3.991, -0.625], [-2.051, -1.693, -1.136]]}

=====

(9)
{"formula": "C4H11N2", "method": "ωB97M-V/def2-TZVPD", "homo_ev": [-4.31, -7.50], "molar_mass_da": 87.1, "multiplicity": 2, "e_tot_ha": -268.3415, "largest_force_ha_per_bohr": 0.062, "orbital_gap_ha": [0.192, 0.292], "de_lowest_ev": 2.8321, "symbols": ["C", "C", "C", "C", "N", "N", "H", "H", "H", "H", "H", "H", "H", "H", "H", "H", "H"], "xyz": [[-0.351, 1.604, 0.942], [0.944, 0.906, 0.292], [0.880, -0.567, 0.558], [0.743, -1.543, -0.396], [-0.121, -1.460, -1.628], [-1.515, 0.908, 0.483], [-0.159, 1.400, 1.997], [-0.229, 2.692, 0.919], [0.937, 1.281, -0.749], [1.877, 1.368, 0.648], [0.512, -0.797, 1.558], [0.566, -2.530, 0.032], [0.249, -0.851, -2.349], [-1.084, -1.065, -1.500], [-0.211, -2.421, -1.953], [-2.050, 1.393, -0.240], [-2.290, 0.712, 1.108]]}

=====

(10)
{"formula": "C18H27CdN6S2", "method": "ωB97M-V/def2-TZVPD", "homo_ev": -10.55, "molar_mass_da": 504.0, "multiplicity": 1, "e_tot_ha": -1994.5459, "largest_force_ha_per_bohr": 0.009, "charge": 1, "orbital_gap_ha": 0.259, "symbols": ["Cd", "C", "S", "C", "S", "N", "N", "C", "C", "C", "C", "C", "C", "N", "H", "H", "H", "H", "H", "H", "H", "H", "C", "C", "C", "C", "N", "N", "H", "H", "H", "H", "H", "H", "H", "H", "H", "H", "H", "H", "C", "C", "C", "C", "N", "C", "C", "H", "H", "H", "H", "H", "H", "H"], "xyz": [[1.152, -0.256, -0.288], [2.579, 3.236, -3.954], [4.019, 2.517, -3.121], [3.128, 1.708, -1.806], [3.115, -0.029, -1.840], [2.599, 2.521, -0.940], [1.840, 1.896, 0.013], [1.745, 2.429, 1.160], [0.976, 1.722, 2.210], [0.699, 2.357, 3.409], [0.029, 1.661, 4.403], [-0.338, 0.347, 4.169], [-0.029, -0.214, 2.941], [0.608, 0.448, 1.978], [2.966, 3.771, -4.820], [2.066, 3.933, -3.296], [1.907, 2.450, -4.291], [2.245, 3.367, 1.393], [1.012, 3.383, 3.555], [-0.195, 2.136, 5.349], [-0.845, -0.240, 4.921], [-0.296, -1.241, 2.721], [-3.172, 1.454, 0.851], [-2.717, 1.912, -0.539], [-3.622, 1.333, -1.619], [-2.719, 3.434, -0.608], [-1.318, 1.518, -0.816], [-1.084, 0.107, -0.839], [-4.168, 1.838, 1.072], [-2.491, 1.826, 1.623], [-3.233, 0.365, 0.937], [-4.622, 1.757, -1.529], [-3.728, 0.248, -1.535], [-3.238, 1.575, -2.611], [-3.727, 3.818, -0.456], [-2.357, 3.771, -1.580], [-2.077, 3.864, 0.166], [-0.716, 1.903, -0.096], [-1.345, -0.235, -1.757], [-1.669, -0.381, -0.158], [1.284, -6.863, -0.375], [1.241, -5.365, -0.331], [2.394, -4.596, -0.408], [2.307, -3.217, -0.354], [1.145, -2.573, -0.227], [0.026, -3.308, -0.159], [0.029, -4.684, -0.208], [2.305, -7.232, -0.440], [0.727, -7.235, -1.237], [0.819, -7.283, 0.518], [3.364, -5.063, -0.514], [3.194, -2.598, -0.423], [-0.908, -2.766, -0.062], [-0.906, -5.225, -0.154]]}

=====

(11)
{"formula": "C18H38LiN3O5", "method": "ωB97M-V/def2-TZVPD", "homo_ev": -8.10, "molar_mass_da": 383.5, "multiplicity": 1, "e_tot_ha": -1256.3711, "largest_force_ha_per_bohr": 0.104, "orbital_gap_ha": 0.307, "symbols": ["Li", "N", "O", "O", "O", "C", "C", "C", "C", "C", "C", "N", "O", "C", "C", "C", "H", "H", "H", "H", "H", "H", "H", "H", "H", "H", "H", "H", "H", "H", "H", "H", "H", "H", "H", "C", "C", "C", "C", "C", "C", "N", "O", "C", "C", "C", "H", "H", "H", "H", "H", "H", "H", "H", "H", "H", "H", "H", "H", "H", "H", "H", "H", "H", "H"], "xyz": [[0.021, -0.780, 0.127], [0.993, -3.257, -1.499], [0.545, -4.148, -2.246], [0.452, -2.142, -1.472], [1.663, -3.612, -0.526], [-4.366, -1.574, 0.192], [-3.020, -1.730, -0.375], [-2.998, -2.004, -1.826], [-2.370, -0.954, -2.757], [-2.839, 0.329, -2.182], [-2.300, 0.702, -0.892], [-2.134, -0.512, -0.095], [-2.125, -0.137, 1.329], [-3.231, 1.722, -0.191], [-0.900, 1.252, -1.265], [-2.274, -2.782, 0.433], [-5.114, -0.916, -0.267], [-4.320, -1.282, 1.224], [-4.929, -2.462, 0.390], [-4.094, -2.375, -1.959], [-2.555, -2.987, -2.006], [-2.772, -1.270, -3.739], [-1.296, -0.832, -2.753], [-3.903, 0.229, -2.165], [-2.694, 1.134, -2.838], [-3.004, 0.155, 1.648], [-2.782, 2.519, 0.330], [-4.010, 1.268, 0.456], [-3.773, 2.217, -1.035], [-0.334, 0.666, -1.896], [-0.303, 1.419, -0.448], [-0.976, 2.265, -1.654], [-1.389, -3.083, 0.009], [-2.980, -3.589, 0.585], [-2.046, -2.477, 1.401], [2.697, 0.911, 2.977], [1.732, 1.271, 1.942], [1.895, 2.674, 1.437], [3.148, 2.875, 0.589], [3.202, 1.834, -0.525], [3.114, 0.468, -0.079], [1.914, 0.321, 0.832], [1.679, -1.105, 1.045], [4.362, -0.192, 0.515], [2.835, -0.337, -1.368], [0.352, 1.093, 2.587], [3.716, 0.930, 2.608], [2.496, -0.087, 3.402], [2.930, 1.687, 3.672], [2.119, 3.387, 2.264], [1.083, 3.189, 0.902], [3.997, 2.757, 1.219], [3.133, 3.976, 0.293], [4.068, 2.119, -1.194], [2.416, 2.157, -1.224], [2.479, -1.680, 0.877], [4.215, -0.845, 1.333], [4.991, 0.540, 0.968], [4.824, -0.805, -0.247], [1.817, -0.159, -1.791], [3.126, -1.367, -1.417], [3.536, 0.142, -2.035], [-0.422, 1.539, 2.052], [0.439, 1.667, 3.522], [0.268, 0.067, 2.807]]}

=====

(12)
{"formula": "C5H6O", "method": "ωB97M-V/def2-TZVPD", "homo_ev": -9.86, "molar_mass_da": 82.1, "multiplicity": 1, "e_tot_ha": -269.2389, "largest_force_ha_per_bohr": 0.010, "orbital_gap_ha": 0.399, "de_lowest_ev": 2.9205, "symbols": ["C", "C", "C", "C", "O", "C", "H", "H", "H", "H", "H", "H"], "xyz": [[-1.239, -0.629, -2.278], [-0.603, -0.358, -1.291], [-0.031, -0.330, 0.048], [-0.441, 0.724, 1.090], [0.892, 0.753, 1.615], [1.401, 0.065, 0.463], [-1.822, -0.958, -3.110], [-0.230, -1.332, 0.435], [-0.733, 1.694, 0.666], [-1.184, 0.407, 1.829], [2.045, -0.777, 0.739], [1.946, 0.741, -0.208]]}